# 1
# C2H6O4S

2 unconnected molecules or ions with the total composition C2H6O4S (ωB97M-V with the def2-TZVPD basis set, the OMol25 dataset).

Geometry as XYZ:
```
13
Properties=species:S:1:pos:R:3:forces:R:3:mulliken_charge:R:1
C 0.55568 -1.02360 -0.70060 0.62 -2.21 -1.71 0.04
C -0.39003 -0.13908 -1.54738 3.12 2.77 3.82 -0.85
O -1.41349 1.62949 1.62372 -0.43 -0.28 -0.08 -0.52
O 0.86923 1.15383 1.00562 -0.58 0.02 0.17 -0.48
O 1.70993 -0.72119 -0.40924 -0.96 0.42 0.00 -0.54
O -0.76876 -0.68693 1.07317 -0.36 -1.34 0.36 -0.48
S -0.45922 0.57499 1.63186 1.74 3.33 1.08 0.93
H 0.33972 -2.16322 -0.57237 -0.34 1.87 -0.34 0.28
H -1.31267 -0.51244 -1.58210 -4.01 -1.25 0.80 0.36
H -0.12921 -0.27665 -2.51577 1.70 0.00 -3.19 0.39
H -0.35576 1.00123 -1.23971 -0.07 -2.46 -0.76 0.28
H 1.31857 0.56722 0.31495 0.11 0.03 0.43 0.45
H 0.03601 0.59635 2.91786 -0.54 -0.91 -0.58 0.15
```
Forces are in eV/Å.

Its HOMO energy is -10.69 eV. Its largest force on an atom is 5.7 eV/A. The SMILES is O=[SH](=O)O.CC=O. The lowest unoccupied orbital energy is 0.60 eV. The orbital gap is 11.29 eV. For the energy above the lowest of the compared OMol25 structures with the same formula, charge and spin, the calculation gives 1.221 eV.


# 2
# C4H8NO2

A gas-phase ion, C4H8NO2 (charge -1) (ωB97M-V with the def2-TZVPD basis set, the OMol25 dataset).

Geometry as XYZ:
```
15
Properties=species:S:1:pos:R:3:forces:R:3:mulliken_charge:R:1
C -1.17917 0.00322 -1.12851 0.50 0.38 1.13 -0.29
O -1.26881 -1.22187 -1.64175 -0.31 0.09 -0.50 -0.91
C -0.72566 -0.10642 0.42724 0.48 -0.26 -1.40 0.04
C 0.82455 -0.11569 0.46971 -1.52 0.35 1.35 -0.84
C 1.37856 1.26290 0.38578 0.21 0.25 -0.35 0.08
O 2.53557 1.61013 0.47506 0.08 -0.24 0.09 -0.54
N -1.14873 -1.40293 0.88858 -0.61 -0.61 1.16 -0.85
H -0.38447 0.63431 -1.60443 -0.05 0.16 -0.09 0.14
H -2.08680 0.66567 -1.10521 -0.24 -0.29 -0.33 0.23
H -1.15312 0.65133 1.09561 0.25 0.26 -0.21 0.51
H 0.99080 -0.56425 1.45392 0.80 0.12 0.01 0.36
H 1.17510 -0.80620 -0.27444 0.34 -0.19 -0.54 0.21
H 0.61777 2.05264 0.21669 -0.11 -0.01 0.05 0.34
H -2.07422 -1.32589 1.29430 -0.06 0.09 0.16 0.22
H -1.32413 -1.92152 0.02133 0.23 -0.08 -0.54 0.30
```
Forces are in eV/Å.

Its HOMO energy is -3.02 eV. Its largest force on an atom is 2.1 eV/A. The SMILES is N[C@H](C[O-])CC=O. The net charge is -1. The lowest unoccupied orbital energy is 3.94 eV. The orbital gap is 6.95 eV. For the energy above the lowest of the compared OMol25 structures with the same formula, charge and spin, the calculation gives 2.614 eV.


# 3
# C16H48O8

8 unconnected molecules or ions with the total composition C16H48O8 (ωB97M-V with the def2-TZVPD basis set, the OMol25 dataset).

Geometry as XYZ:
```
72
Properties=species:S:1:pos:R:3:forces:R:3:mulliken_charge:R:1
C -3.75531 -2.24366 -5.78545 -0.07 0.01 0.29 -1.02
C -2.60756 -1.71058 -6.62951 -0.23 -0.43 0.40 -0.14
O -1.55975 -2.66883 -6.66721 0.01 -0.23 0.10 -0.52
H -4.63778 -1.62237 -5.93823 -0.03 0.05 0.00 0.32
H -3.50253 -2.19576 -4.72625 0.07 0.05 0.03 0.25
H -4.04453 -3.27852 -5.96854 0.21 0.02 -0.42 0.31
H -2.25697 -0.80960 -6.12611 0.05 0.32 -0.27 0.24
H -2.94754 -1.48990 -7.64135 -0.02 0.16 -0.09 0.27
H -0.79863 -2.28386 -7.10779 0.01 0.03 -0.03 0.30
C -5.92318 5.31057 -1.29104 -0.18 -0.54 -0.93 -1.08
C -5.39313 3.85671 -1.54531 -0.07 2.35 -0.12 -0.13
O -5.44039 3.24968 -0.30051 -0.31 -0.80 0.92 -0.51
H -5.85799 5.89614 -2.20808 0.26 0.06 -0.11 0.35
H -5.47741 5.88836 -0.48137 0.31 -0.44 0.00 0.31
H -6.99642 5.25405 -1.10923 -0.02 -0.14 0.29 0.27
H -4.38888 3.85310 -1.96907 0.25 0.16 0.10 0.28
H -6.04048 3.46085 -2.32783 -0.27 -0.61 0.19 0.22
H -4.93946 2.43308 -0.23857 0.04 -0.04 -0.33 0.29
C 4.35473 -5.68010 1.53826 0.08 0.65 0.25 -0.99
C 3.90182 -5.98641 2.95397 -0.88 0.05 -0.59 -0.19
O 4.49112 -7.19460 3.32295 0.44 -0.78 0.73 -0.51
H 5.37888 -5.30765 1.56044 -0.01 0.08 -0.17 0.26
H 3.69694 -4.94762 1.07040 0.13 0.20 0.05 0.31
H 4.33744 -6.55799 0.89241 -0.10 -0.20 0.33 0.29
H 2.81757 -6.09199 2.99080 -0.38 -0.08 -0.27 0.24
H 4.09653 -5.25528 3.73860 0.48 0.65 -0.44 0.30
H 4.33822 -7.23783 4.26971 0.24 -0.57 0.12 0.30
C 6.75411 1.63384 -0.96732 0.63 -0.39 -0.08 -1.02
C 6.43830 2.29194 -2.29262 -0.72 -1.64 -0.13 -0.18
O 6.37683 3.65380 -2.08040 -0.31 1.39 0.08 -0.51
H 6.06905 1.86390 -0.15131 0.00 0.69 -0.23 0.29
H 7.77196 1.95359 -0.74410 -0.03 -0.20 0.61 0.25
H 6.70232 0.54523 -0.98623 0.35 -0.10 -0.49 0.34
H 5.51852 1.85440 -2.68080 -0.58 0.30 0.04 0.28
H 7.14417 2.05726 -3.08935 0.62 -0.17 0.21 0.25
H 5.82529 4.05639 -2.75517 0.05 0.13 -0.02 0.30
C 3.76375 1.73885 6.79884 0.74 0.64 0.81 -1.00
C 4.87934 2.33089 7.75742 -0.43 -1.97 -0.97 -0.27
O 4.35425 3.08168 8.83656 0.13 0.47 -0.71 -0.51
H 3.32196 2.58626 6.27460 -0.20 -0.07 0.03 0.26
H 2.97810 1.15666 7.28041 0.06 0.32 0.46 0.29
H 4.14702 1.05713 6.03960 0.54 0.19 0.05 0.33
H 5.60725 2.84173 7.12712 -0.29 0.82 -0.11 0.29
H 5.52139 1.58105 8.21961 -0.27 -0.81 -0.18 0.29
H 5.15097 3.52776 9.13297 -0.27 0.41 0.61 0.31
C 0.46638 7.40443 -3.54634 -0.07 0.27 -0.34 -0.93
C 1.03061 6.38090 -4.52821 -1.13 -0.01 0.05 -0.25
O 2.41506 6.51211 -4.72205 0.57 0.09 -0.08 -0.51
H 0.64915 8.41263 -3.91813 0.51 0.07 0.13 0.26
H 0.87075 7.28075 -2.54170 0.05 0.09 -0.09 0.27
H -0.62251 7.39918 -3.49746 -0.10 -0.58 0.09 0.32
H 0.51475 6.47914 -5.48337 -0.12 0.12 -0.13 0.28
H 0.80563 5.36429 -4.20575 0.13 -0.09 0.26 0.23
H 2.55065 6.82885 -5.61809 0.18 0.03 0.11 0.31
C -6.79714 -7.12556 3.48081 -0.25 0.15 -0.94 -1.02
C -6.90648 -5.69755 2.87144 -0.79 -1.38 0.71 -0.20
O -6.41137 -5.63939 1.56010 1.13 0.19 -0.27 -0.51
H -7.40452 -7.26164 4.37561 0.29 0.22 0.18 0.30
H -5.76247 -7.44351 3.60918 0.05 0.34 0.41 0.28
H -7.17782 -7.85874 2.76973 -0.30 -0.01 -0.22 0.32
H -6.39073 -5.03919 3.57048 0.12 0.43 -0.61 0.27
H -7.94909 -5.40390 2.74957 -0.27 0.09 0.89 0.26
H -6.86122 -6.33342 1.07271 0.03 -0.01 -0.14 0.29
C -0.00693 -0.55480 0.31346 1.30 -0.26 0.11 -1.07
C -0.85990 -1.63715 0.98494 -0.19 1.17 0.26 -0.15
O -2.20517 -1.42965 0.61606 -0.61 0.11 -0.84 -0.52
H 0.08287 -0.47033 -0.76954 -0.88 -0.63 -0.20 0.32
H 1.02159 -0.81876 0.55960 0.27 0.15 0.36 0.32
H -0.13890 0.47627 0.64143 -0.46 -0.22 0.43 0.29
H -0.82659 -1.47879 2.06286 0.42 0.08 0.25 0.22
H -0.44831 -2.63565 0.83764 -0.26 -0.13 -0.59 0.29
H -2.80793 -2.16308 0.75878 0.39 -0.26 0.22 0.29
```
Forces are in eV/Å.

Its HOMO energy is -10.16 eV. Its largest force on an atom is 2.4 eV/A. The SMILES is CCO.CCO.CCO.CCO.CCO.CCO.CCO.CCO. The lowest unoccupied orbital energy is 0.41 eV. The orbital gap is 10.57 eV. For the energy above the lowest of the compared OMol25 structures with the same formula, charge and spin, the calculation gives 4.248 eV.


# 4
# C4H12N3O2S

A gas-phase ion, C4H12N3O2S (charge +1) (ωB97M-V with the def2-TZVPD basis set, the OMol25 dataset).

Geometry as XYZ:
```
22
Properties=species:S:1:pos:R:3:forces:R:3:mulliken_charge:R:1
C 1.15213 1.76742 0.79326 -3.02 -0.94 0.42 0.01
C -0.29636 2.71361 2.49295 -0.65 4.20 0.25 -1.01
C -0.92211 -3.18391 -0.04880 -3.07 3.41 1.26 -0.59
C 0.43848 -1.14021 -2.97956 -0.63 -0.37 1.20 -1.00
N 0.93529 2.60927 1.83765 1.60 -2.72 -3.16 -0.12
N 0.72973 0.10563 -0.72206 0.77 -1.73 -2.46 -0.83
N 0.26222 0.95382 0.19556 1.53 2.24 2.56 0.22
O -1.62561 -0.66718 -1.19722 0.48 -0.14 -0.51 -0.66
O 0.03399 -2.41135 -0.76625 1.09 0.49 -0.58 -0.34
S -0.21708 -0.96376 -1.34425 0.49 1.07 1.49 1.20
H 2.08072 1.61067 0.33424 1.60 0.37 -0.10 0.44
H -0.64806 1.88688 3.02509 -0.78 -1.63 0.22 0.36
H -0.14519 3.50616 3.24492 -0.07 -0.42 0.05 0.37
H -0.94985 3.28687 1.79974 -0.46 -1.19 0.41 0.37
H -0.68881 -4.14652 -0.20889 0.47 -3.45 -1.41 0.27
H -0.78817 -3.13634 1.05885 -0.22 0.90 -0.76 0.26
H -1.98160 -2.84105 -0.41393 1.94 -1.06 1.02 0.32
H 0.71617 -0.18557 -3.35212 0.03 0.70 -0.32 0.35
H 1.20100 -1.87460 -3.06311 0.92 -0.42 0.43 0.37
H -0.40653 -1.58312 -3.42450 -1.16 -0.26 -1.26 0.39
H 1.79094 2.86561 2.25859 0.68 0.66 0.62 0.27
H -0.67130 0.82765 0.47985 -1.55 0.30 0.63 0.34
```
Forces are in eV/Å.

Its HOMO energy is -12.58 eV. Its largest force on an atom is 4.8 eV/A. The SMILES is CN/C=[NH+]/N=[S@](C)(=O)OC. The net charge is +1. The lowest unoccupied orbital energy is -3.08 eV. The orbital gap is 9.50 eV. For the energy above the lowest of the compared OMol25 structures with the same formula, charge and spin, the calculation gives 2.896 eV.


Q: Among the records above, which one has the lowest lowest unoccupied orbital energy?
A: C4H12N3O2S


Q: The lowest lowest unoccupied orbital energy belongs to which entry?
A: C4H12N3O2S